--- w ---
Molecular formula: C4H10N
Method: DFT, ωB97M-V with the def2-TZVPD basis set

Results
- Kohn-Sham gap: 11.04 eV
- LUMO: -4.62 eV
- HOMO energy: -15.7 eV
- M: 72.13 g mol⁻¹

The geometry in ORCA input format:
```
! RIJCOSX wB97M-V def2-TZVPD def2/J DEFGRID3
* xyz 1 1
C 2.077 -0.448 0.448
C 1.560 0.359 -0.373
C -0.989 -1.045 -0.680
C -1.026 0.917 0.777
N -0.535 0.320 -0.442
H 3.234 -0.375 0.485
H 1.423 -1.341 0.816
H 1.659 1.361 -0.902
H -0.394 -1.621 0.109
H -2.044 -0.993 -0.529
H -0.627 -1.477 -1.730
H -0.852 0.384 1.654
H -0.570 1.875 0.969
H -2.124 1.261 0.725
H -0.791 0.823 -1.326
*
```

--- x ---
Molecular formula: C4H10N
Method: DFT, ωB97M-V with the def2-TZVPD basis set

Results
- Kohn-Sham gap: 4.21 eV
- LUMO: -5.67 eV
- HOMO energy: -9.9 eV
- M: 72.13 g mol⁻¹

The geometry in ORCA input format:
```
! RIJCOSX wB97M-V def2-TZVPD def2/J DEFGRID3
* xyz 1 1
C 4.189 1.795 -5.107
C 4.247 1.662 -3.761
H 4.366 0.919 -5.717
H 3.709 2.645 -5.586
H 5.223 1.331 -3.378
H 3.315 1.711 -3.228
C -2.804 0.005 3.090
C -3.085 -2.454 3.080
N -2.505 -1.399 2.660
H -2.108 0.234 3.908
H -3.840 0.160 3.361
H -2.442 0.627 2.273
H -3.688 -2.447 3.974
H -2.863 -3.291 2.403
H -1.714 -1.498 2.030
*
```

--- y ---
Molecular formula: C4H10N
Method: DFT, ωB97M-V with the def2-TZVPD basis set

Results
- Kohn-Sham gap: 8.29 eV
- LUMO: -5.76 eV
- HOMO energy: -14.1 eV
- M: 72.13 g mol⁻¹

The geometry in ORCA input format:
```
! RIJCOSX wB97M-V def2-TZVPD def2/J DEFGRID3
* xyz 1 1
C 2.262 0.920 -0.333
C 1.636 1.905 0.296
H 3.323 0.745 -0.218
H 1.791 0.512 -1.224
H 2.106 2.556 1.023
H 0.561 2.012 0.221
C -1.341 -2.086 0.334
C -1.518 0.147 -0.571
N -0.949 -0.664 0.240
H -2.180 -2.159 1.015
H -0.474 -2.644 0.667
H -1.686 -2.380 -0.655
H -1.990 -0.189 -1.489
H -1.278 1.191 -0.392
H -0.063 -0.342 0.640
*
```

--- z ---
Molecular formula: C4H10N
Method: DFT, ωB97M-V with the def2-TZVPD basis set

Results
- Kohn-Sham gap: 13.12 eV
- SMILES string: C1CC[NH2+]C1
- LUMO: -3.49 eV
- HOMO energy: -16.6 eV
- M: 72.13 g mol⁻¹

The geometry in ORCA input format:
```
! RIJCOSX wB97M-V def2-TZVPD def2/J DEFGRID3
* xyz 1 1
C 0.114 0.064 1.261
C 1.214 -0.325 0.277
C 0.488 -0.527 -1.067
N -0.916 -0.031 -0.846
C -0.886 0.829 0.420
H 0.449 0.710 2.073
H -0.318 -0.812 1.736
H 1.683 -1.256 0.542
H 1.968 0.457 0.206
H 0.481 -1.558 -1.411
H 0.918 0.095 -1.840
H -1.546 -0.794 -0.600
H -1.293 0.430 -1.672
H -1.900 0.927 0.769
H -0.458 1.791 0.153
*
```

Energy ordering: z at the bottom, the next structure 60.5 kcal/mol above.

--- w ---
Molecular formula: C2H4OS2
Method: DFT, ωB97M-V with the def2-TZVPD basis set

Results
- Kohn-Sham gap: 9.93 eV
- SMILES string: O=C(S)CS
- LUMO: 0.46 eV
- HOMO energy: -9.5 eV
- M: 108.19 g mol⁻¹

The geometry in ORCA input format:
```
! RIJCOSX wB97M-V def2-TZVPD def2/J DEFGRID3
* xyz 0 1
O 0.380 1.797 -0.142
C 0.607 0.590 -0.162
S 2.262 0.201 0.024
C -0.578 -0.418 -0.138
S -2.198 0.331 -0.076
H 2.536 -1.116 -0.295
H -0.360 -1.108 0.634
H -0.484 -0.859 -1.127
H -2.165 0.582 1.283
*
```

--- x ---
Molecular formula: C2H4OS2
Method: DFT, ωB97M-V with the def2-TZVPD basis set

Results
- Kohn-Sham gap: 9.93 eV
- SMILES string: CSSC=O
- LUMO: 0.54 eV
- HOMO energy: -9.4 eV
- M: 108.19 g mol⁻¹

The geometry in ORCA input format:
```
! RIJCOSX wB97M-V def2-TZVPD def2/J DEFGRID3
* xyz 0 1
C -1.746 -0.066 0.412
S -0.246 0.734 1.131
S 0.836 1.161 -0.518
C 2.103 -0.053 -0.623
O 2.778 -0.199 -1.588
H -2.143 -0.821 1.252
H -1.377 -0.726 -0.501
H -2.425 0.827 0.174
H 2.219 -0.856 0.260
*
```

--- y ---
Molecular formula: C2H4OS2
Method: DFT, ωB97M-V with the def2-TZVPD basis set

Results
- Kohn-Sham gap: 8.07 eV
- SMILES string: OC(=S)CS
- LUMO: -0.51 eV
- HOMO energy: -8.6 eV
- M: 108.19 g mol⁻¹

The geometry in ORCA input format:
```
! RIJCOSX wB97M-V def2-TZVPD def2/J DEFGRID3
* xyz 0 1
O -0.782 1.544 0.030
C -1.015 0.266 0.037
S -2.584 -0.092 -0.061
C 0.265 -0.603 0.263
S 1.717 0.216 -0.020
H 0.135 1.798 -0.075
H 0.198 -1.615 -0.305
H 0.135 -0.623 1.314
H 1.931 -0.891 -1.183
*
```

Energy ordering: w at the bottom, the next structure 2.9 kcal/mol above.

--- w ---
Molecular formula: C6H12O
Method: DFT, ωB97M-V with the def2-TZVPD basis set

Results
- Kohn-Sham gap: 10.95 eV
- SMILES string: CC[C@H]1C[C@H]1CO
- LUMO: 1.06 eV
- HOMO energy: -9.9 eV
- M: 100.16 g mol⁻¹

The geometry in ORCA input format:
```
! RIJCOSX wB97M-V def2-TZVPD def2/J DEFGRID3
* xyz 0 1
C 1.000 -0.073 -2.226
C 0.634 -0.948 -1.031
C -0.663 -0.508 -0.405
C -0.997 -0.914 1.002
C -0.628 0.519 0.680
C 0.579 1.216 1.301
O 0.072 1.854 2.461
H 0.223 -0.125 -2.999
H 1.945 -0.391 -2.675
H 1.097 0.978 -1.927
H 1.418 -0.882 -0.266
H 0.566 -2.001 -1.328
H -1.507 -0.421 -1.092
H -2.028 -1.164 1.247
H -0.258 -1.518 1.525
H -1.472 1.204 0.686
H 1.441 0.591 1.599
H 1.005 1.990 0.648
H -0.366 1.126 2.923
*
```

--- x ---
Molecular formula: C6H12O
Method: DFT, ωB97M-V with the def2-TZVPD basis set

Results
- Kohn-Sham gap: 10.30 eV
- SMILES string: C[C@@H]1OCC[C@@H]1C
- LUMO: 1.09 eV
- HOMO energy: -9.2 eV
- M: 100.16 g mol⁻¹

The geometry in ORCA input format:
```
! RIJCOSX wB97M-V def2-TZVPD def2/J DEFGRID3
* xyz 0 1
C -0.679 -0.624 1.675
C -1.126 0.040 -0.003
O -1.392 -0.812 -1.120
C -0.198 -0.963 -1.919
C 0.902 -0.407 -1.025
C 0.153 0.741 -0.334
C 0.776 1.356 0.890
H 0.208 -1.286 1.708
H -0.557 -0.048 2.645
H -1.565 -1.199 1.818
H -2.069 0.588 0.141
H -0.096 -2.020 -2.195
H -0.276 -0.380 -2.853
H 1.199 -1.169 -0.294
H 1.788 -0.052 -1.552
H 0.094 1.581 -1.035
H 1.444 2.121 0.450
H 0.008 1.849 1.506
H 1.385 0.683 1.498
*
```

--- y ---
Molecular formula: C6H12O
Method: DFT, ωB97M-V with the def2-TZVPD basis set

Results
- Kohn-Sham gap: 9.10 eV
- SMILES string: C=C(C)O.C=CC
- LUMO: 0.81 eV
- HOMO energy: -8.3 eV
- M: 100.16 g mol⁻¹

The geometry in ORCA input format:
```
! RIJCOSX wB97M-V def2-TZVPD def2/J DEFGRID3
* xyz 0 1
C -1.154 1.383 -0.794
C -1.358 0.133 -0.238
C -1.763 -0.047 1.203
O -1.820 -0.854 -1.104
H -1.421 1.517 -1.833
H -1.321 2.252 -0.174
H -1.318 -0.957 1.612
H -1.421 0.790 1.808
H -2.847 -0.125 1.300
H -1.844 -1.699 -0.641
C 1.660 0.996 -0.734
C 1.474 -0.202 -0.298
C 2.299 -1.261 0.340
H 0.495 1.494 -0.929
H 2.547 1.596 -0.844
H 0.276 -0.384 -0.188
H 1.980 -1.437 1.370
H 2.185 -2.204 -0.196
H 3.353 -0.992 0.341
*
```

Energy ordering: w at the bottom, the next structure 23.0 kcal/mol above.

--- w ---
Molecular formula: C6H12O
Method: DFT, ωB97M-V with the def2-TZVPD basis set

Results
- Kohn-Sham gap (spin up / spin down): 8.68 / 7.21 eV
- LUMO (spin up / spin down): 0.96 / 0.30 eV
- HOMO energy (spin up / spin down): -7.7 / -6.9 eV
- M: 100.16 g mol⁻¹

The geometry in ORCA input format:
```
! RIJCOSX wB97M-V def2-TZVPD def2/J DEFGRID3
* xyz 0 1
C -1.647 0.564 -2.409
C -1.323 -0.484 -1.326
C -0.578 0.088 -0.167
C 1.551 -1.744 1.662
C 1.299 -0.372 1.898
C 1.474 0.752 0.685
O 0.700 0.366 -0.380
H -2.259 1.378 -2.004
H -0.725 1.000 -2.809
H -2.199 0.111 -3.241
H -2.256 -0.920 -0.948
H -0.738 -1.298 -1.771
H -1.108 0.746 0.529
H 0.786 -2.385 1.236
H 2.532 -2.176 1.844
H 1.923 0.063 2.693
H 0.201 -0.231 2.040
H 1.134 1.698 1.123
H 2.504 0.822 0.332
*
```

--- x ---
Molecular formula: C6H12O
Method: DFT, ωB97M-V with the def2-TZVPD basis set

Results
- Kohn-Sham gap: 10.19 eV
- SMILES string: CCC[C@H]1C[C@H]1O
- LUMO: 0.90 eV
- HOMO energy: -9.3 eV
- M: 100.16 g mol⁻¹

The geometry in ORCA input format:
```
! RIJCOSX wB97M-V def2-TZVPD def2/J DEFGRID3
* xyz 0 1
C -1.520 0.964 -0.503
C -1.604 0.215 0.836
C -0.461 -0.798 1.001
C 0.866 -0.151 0.679
C 2.033 -0.875 0.059
C 1.336 0.171 -0.730
O 0.715 -0.331 -1.901
H -0.957 1.901 -0.399
H -1.016 0.346 -1.254
H -2.505 1.212 -0.896
H -2.561 -0.310 0.920
H -1.586 0.925 1.675
H -0.622 -1.658 0.341
H -0.454 -1.192 2.028
H 1.146 0.610 1.412
H 1.809 -1.872 -0.314
H 3.050 -0.719 0.401
H 1.771 1.162 -0.845
H 0.558 0.401 -2.511
*
```

Energy ordering: x at the bottom, the next structure 65.8 kcal/mol above.